Density functional theory data (ωB97M-V with the def2-TZVPD basis set) for 4 unconnected molecules or ions with the total composition C46H89BFN6O10S2 at a distorted geometry.

Summary:
Total charge ... +1
DFT total energy ... -3807.43468 a.u.
Molecular weight ... 980.19 g/mol
Orbital gap ... 0.2163 hartree

Structure (XYZ):
```
155
Properties=species:S:1:pos:R:3:forces:R:3:lowdin_charge:R:1
C -4.562 -4.989 -0.978 0.31 -0.97 -1.08 -0.1159
C -4.246 -5.917 0.292 -2.44 0.42 0.12 -0.2343
N -3.011 -5.593 1.055 0.73 1.94 0.07 -0.2384
C -1.815 -6.392 0.659 0.76 -1.27 -0.14 -0.2565
C -1.663 -6.705 -0.906 1.30 -0.20 -0.03 -0.1182
C -2.750 -4.160 1.187 0.66 -0.20 -1.53 -0.9468
S -1.700 -3.392 0.089 -1.28 -0.44 1.91 0.6963
S -3.567 -3.308 2.602 0.24 -0.74 -1.14 0.8792
C -3.813 -1.512 2.244 -0.83 1.41 -0.05 -0.4716
C -3.591 -0.620 3.592 -1.27 -0.91 0.26 -0.2304
C -3.494 0.950 3.314 0.20 -1.38 0.49 -0.1160
C -2.056 1.626 3.206 -0.77 1.55 -0.29 -0.1621
B -2.526 3.211 2.958 0.28 1.55 -1.56 -0.4903
O -1.542 4.272 2.669 -0.51 -1.80 1.51 0.0469
N -3.954 3.674 2.938 0.86 1.16 0.79 -0.1264
C -4.134 4.895 2.068 -1.35 0.69 -0.15 -0.0980
C -4.183 4.215 4.346 1.22 0.38 0.33 -0.0739
C -1.188 1.919 4.561 0.12 1.15 -0.30 -0.1497
C -1.470 1.109 5.900 1.36 0.45 1.49 -0.0086
C -0.113 1.186 6.788 2.19 -3.00 -0.05 -0.3378
O 0.788 0.322 6.744 -3.71 3.55 -0.17 0.1201
O 0.096 2.337 7.640 -0.62 -1.35 1.01 0.0288
C -0.103 1.980 9.007 -1.89 -3.24 2.92 -0.3515
C 0.578 2.769 10.236 0.33 1.10 -0.55 0.0068
O -0.814 0.983 9.326 2.66 3.91 -2.15 0.0581
C 0.277 2.096 3.947 -2.28 -1.55 -2.07 0.1347
N 0.230 1.791 2.646 1.75 2.14 3.02 0.1566
C -1.037 1.245 1.990 0.54 -0.46 0.75 -0.1936
C -1.501 1.918 0.595 1.21 -0.33 -2.14 -0.0416
C -0.917 1.172 -0.724 1.41 -2.00 -3.43 -0.1253
C 0.538 1.447 -1.266 -1.44 -2.08 -1.49 -0.0447
C 1.138 0.765 -2.517 -3.48 -1.18 0.69 -0.0549
C 0.292 -0.275 -3.350 -1.78 2.21 3.89 -0.0411
C -1.151 -0.525 -2.842 2.21 1.74 0.96 -0.0307
C -1.765 0.170 -1.566 2.56 0.59 -0.70 -0.1623
C -3.277 -0.218 -1.229 0.37 -0.38 -1.36 -0.0978
C -0.533 -0.265 1.784 0.14 -2.57 0.19 -0.2150
C -0.387 -1.171 3.090 -0.19 -1.02 0.27 -0.0140
F 0.828 -0.327 1.220 -1.98 1.08 0.57 -0.0715
H -5.213 -5.626 -1.696 0.86 1.12 1.22 0.0896
H -3.599 -4.774 -1.581 -1.63 -0.14 1.11 0.0511
H -5.128 -4.026 -0.751 0.94 -1.27 -0.11 0.0744
H -5.148 -5.800 1.012 1.45 -0.25 -1.08 0.1238
H -4.281 -7.007 -0.057 0.58 1.59 0.79 0.1214
H -0.856 -5.919 1.098 -1.71 -0.54 -0.89 0.1173
H -1.909 -7.411 1.202 0.03 1.57 -0.89 0.1189
H -2.409 -7.489 -1.286 0.95 1.36 0.58 0.0794
H -1.631 -5.758 -1.558 -0.31 -1.52 1.09 0.0471
H -0.619 -7.191 -1.039 -1.69 0.68 0.25 0.0897
H -3.254 -1.104 1.340 -0.38 -0.87 1.30 0.0346
H -4.939 -1.382 2.000 1.85 -0.30 0.21 0.0984
H -4.588 -0.773 4.169 1.68 0.28 -0.81 0.1247
H -2.800 -1.058 4.289 -0.92 0.71 -1.25 0.0790
H -4.075 1.147 2.333 0.86 -0.01 1.82 0.1384
H -4.022 1.438 4.223 0.73 -0.53 -1.83 0.1249
H -1.353 4.786 3.485 -0.26 -0.13 -1.00 0.1085
H -3.599 5.827 2.477 -0.49 -1.39 -0.76 0.1014
H -3.893 4.715 0.969 -0.06 0.14 1.60 0.1032
H -5.264 5.149 2.121 1.78 -0.44 -0.19 0.1092
H -4.172 3.399 5.144 -0.39 1.03 -1.10 0.0919
H -3.257 4.888 4.560 -1.51 -0.64 0.16 0.0949
H -5.086 4.911 4.404 1.06 -1.34 -0.11 0.1135
H -1.421 3.010 4.895 0.41 -1.57 -0.44 0.1516
H -2.280 1.638 6.530 1.17 -0.90 -1.24 0.1499
H -1.710 0.004 5.796 0.42 1.57 -0.05 0.1240
H 1.098 2.058 10.973 -1.01 0.68 -1.51 0.1067
H -0.204 3.357 10.852 0.99 -1.16 -1.28 0.1053
H 1.354 3.532 9.895 -1.06 -1.07 0.29 0.0841
H 1.232 2.469 4.453 -1.47 -0.69 -0.83 0.1889
H 1.161 1.937 2.210 -1.10 -0.52 -0.61 0.1904
H -1.108 2.999 0.464 -0.94 -1.63 0.71 0.1439
H -2.645 1.852 0.425 1.82 0.28 0.95 0.1248
H 1.207 2.181 -0.706 -1.06 -1.01 -0.92 0.0944
H 2.191 0.982 -2.895 -1.65 -0.11 0.90 0.0946
H 0.727 -0.807 -4.274 -0.89 1.01 1.74 0.0994
H -1.790 -1.257 -3.462 0.95 1.35 1.31 0.1030
H -3.332 -1.267 -0.748 0.11 1.81 -0.50 0.0348
H -3.866 0.577 -0.662 0.93 -1.14 -0.53 0.0713
H -3.811 -0.337 -2.250 0.80 0.25 1.67 0.0939
H -1.166 -0.878 1.035 0.92 1.40 1.05 0.0809
H 0.684 -1.574 3.254 -1.65 0.99 -0.57 0.1161
H -0.712 -0.707 4.072 0.43 -0.31 -1.31 0.0521
H -1.034 -2.121 2.945 0.97 1.60 0.22 0.0625
C -1.586 7.174 -4.941 0.11 -0.22 -0.18 -0.1150
O -0.451 6.674 -5.632 -0.20 0.38 0.21 -0.1977
C 0.596 7.635 -5.768 0.46 -0.34 -0.13 -0.2068
C 1.805 7.235 -4.922 -0.52 0.16 0.21 -0.2056
N 1.523 7.382 -3.492 0.19 -0.09 -0.19 -0.0502
C 2.539 6.778 -2.627 -0.40 -0.11 0.06 -0.1849
C 2.724 5.255 -2.709 0.31 0.19 0.48 -0.2179
O 1.610 4.507 -2.226 0.04 -0.03 -0.33 -0.1980
C 0.578 4.298 -3.179 -0.15 -0.03 0.36 -0.0959
H -2.382 6.431 -5.016 0.10 -0.02 -0.06 0.0879
H -1.361 7.329 -3.883 -0.08 0.19 0.07 0.0741
H -1.939 8.108 -5.390 0.01 -0.01 0.11 0.0891
H 0.259 8.650 -5.530 -0.04 -0.15 0.14 0.1226
H 0.893 7.627 -6.820 0.02 0.03 0.01 0.1201
H 2.657 7.869 -5.187 -0.01 -0.02 0.04 0.1225
H 2.055 6.198 -5.171 0.08 -0.02 -0.23 0.1013
H 0.629 6.949 -3.286 0.10 0.06 -0.06 0.0645
H 2.255 7.025 -1.598 0.10 -0.08 -0.02 0.1171
H 3.500 7.267 -2.814 0.00 -0.10 -0.09 0.1044
H 3.559 4.998 -2.051 -0.08 0.01 -0.09 0.1133
H 3.020 4.918 -3.709 -0.18 0.02 -0.03 0.1018
H 0.960 4.219 -4.200 0.01 0.13 0.03 0.0958
H -0.165 5.097 -3.109 -0.05 0.04 -0.27 0.0719
H 0.071 3.365 -2.929 0.09 0.02 -0.01 0.0592
C 0.998 -12.581 3.343 -0.03 -0.22 -0.21 -0.1136
O 0.053 -13.449 2.736 0.07 0.29 0.39 -0.1972
C -1.172 -13.548 3.463 -0.34 -0.23 -0.41 -0.2080
C -2.313 -12.896 2.681 0.45 0.26 0.22 -0.2064
N -2.167 -11.439 2.646 -0.17 -0.18 -0.13 -0.0533
C -3.075 -10.779 1.706 0.42 0.05 -0.01 -0.1975
C -2.907 -11.102 0.213 -0.25 0.39 0.03 -0.2195
O -1.690 -10.625 -0.351 -0.21 -0.33 0.12 -0.1931
C -0.578 -11.491 -0.176 0.11 0.33 -0.14 -0.0940
H 1.943 -12.683 2.809 -0.09 -0.07 -0.03 0.0892
H 0.674 -11.539 3.271 0.04 0.10 0.18 0.0745
H 1.161 -12.849 4.392 -0.02 0.10 -0.03 0.0887
H -1.088 -13.130 4.473 0.06 0.13 -0.16 0.1220
H -1.389 -14.614 3.567 -0.03 0.02 0.02 0.1205
H -3.266 -13.150 3.155 0.02 0.04 -0.03 0.1229
H -2.307 -13.320 1.672 -0.05 -0.24 0.02 0.1016
H -1.214 -11.210 2.384 -0.11 -0.05 0.05 0.0650
H -2.923 -9.702 1.834 -0.08 -0.03 -0.10 0.1026
H -4.107 -10.987 2.005 0.01 -0.09 -0.04 0.1173
H -3.705 -10.574 -0.321 0.06 0.01 0.01 0.1163
H -3.053 -12.165 -0.010 0.17 -0.03 0.08 0.1106
H -0.867 -12.545 -0.164 -0.02 0.05 0.11 0.0912
H -0.040 -11.232 0.739 0.07 -0.24 0.06 0.0697
H 0.109 -11.332 -1.009 -0.10 0.03 -0.03 0.0889
C 6.415 5.733 -8.243 0.18 -0.22 0.08 -0.1122
O 7.571 5.415 -7.481 -0.24 0.36 -0.20 -0.1981
C 8.367 6.557 -7.161 0.33 -0.21 0.42 -0.2071
C 8.312 6.845 -5.661 -0.43 0.04 -0.38 -0.2061
N 6.994 7.349 -5.268 0.23 -0.11 0.15 -0.0519
C 6.793 7.402 -3.818 -0.28 -0.19 -0.26 -0.1938
C 6.812 6.071 -3.051 -0.13 0.36 0.29 -0.2097
O 5.717 5.212 -3.352 0.48 0.02 -0.09 -0.2099
C 5.901 4.398 -4.502 -0.34 0.01 0.13 -0.0910
H 5.955 4.798 -8.565 0.10 0.00 0.06 0.0890
H 5.688 6.282 -7.639 -0.09 0.16 -0.12 0.0732
H 6.678 6.314 -9.132 -0.08 0.03 0.07 0.0897
H 8.084 7.437 -7.750 -0.16 -0.10 0.11 0.1229
H 9.397 6.303 -7.427 0.00 0.03 0.01 0.1206
H 9.072 7.592 -5.409 -0.05 -0.02 0.01 0.1235
H 8.554 5.916 -5.136 0.24 -0.06 -0.05 0.1010
H 6.280 6.751 -5.667 0.10 0.09 0.01 0.0641
H 5.814 7.866 -3.659 0.07 -0.04 0.11 0.1063
H 7.535 8.079 -3.382 0.06 -0.08 -0.01 0.1188
H 6.713 6.312 -1.987 -0.05 -0.02 -0.05 0.1202
H 7.765 5.539 -3.147 -0.06 -0.05 -0.19 0.1108
H 6.947 4.120 -4.652 -0.02 0.11 -0.04 0.0918
H 5.509 4.904 -5.387 0.18 -0.09 -0.17 0.0717
H 5.318 3.485 -4.367 0.02 0.03 0.10 0.0871
```
Positions in Å, forces in eV/Å.